# 1
ORCA calculation (wB97M-V/def2-TZVPD) on C34H32NO7S2 as an isolated structure at a distorted geometry.

Each line ends with the Löwdin charge.
Geometry (Å):
1 C 1.599 1.637 -2.995  -0.030
2 C 1.616 0.155 -2.692  -0.565
3 C 1.149 -0.633 -3.895  -0.025
4 C 2.996 -0.278 -2.239  -0.023
5 O 0.779 -0.196 -1.522  -0.004
6 C -0.475 0.279 -1.447  -0.428
7 C -1.106 -0.069 -0.156  0.005
8 N -2.330 -0.358 -0.208  0.237
9 C -3.209 -0.842 -1.107  -0.194
10 C -4.268 0.047 -1.553  -0.176
11 C -5.572 -0.431 -1.806  -0.058
12 C -6.548 0.422 -2.311  -0.100
13 C -6.237 1.763 -2.576  -0.108
14 C -4.961 2.260 -2.273  -0.080
15 C -3.985 1.411 -1.755  -0.010
16 C -3.017 -2.178 -1.635  -0.160
17 C -3.632 -2.606 -2.840  -0.039
18 C -3.367 -3.868 -3.365  -0.101
19 C -2.450 -4.716 -2.735  -0.118
20 C -1.801 -4.290 -1.569  -0.095
21 C -2.083 -3.042 -1.021  -0.032
22 O -1.057 0.835 -2.374  0.096
23 H 1.908 2.222 -2.121  0.086
24 H 2.291 1.834 -3.824  0.093
25 H 0.596 1.950 -3.297  0.084
26 H 1.135 -1.706 -3.673  0.093
27 H 0.152 -0.301 -4.203  0.087
28 H 1.843 -0.460 -4.723  0.088
29 H 2.997 -1.343 -1.972  0.089
30 H 3.729 -0.116 -3.034  0.088
31 H 3.299 0.302 -1.357  0.099
32 H -0.457 -0.136 0.880  0.054
33 H -5.789 -1.480 -1.598  0.114
34 H -7.550 0.035 -2.514  0.096
35 H -6.980 2.424 -3.023  0.090
36 H -4.715 3.306 -2.458  0.100
37 H -2.971 1.769 -1.583  0.104
38 H -4.315 -1.934 -3.357  0.104
39 H -3.870 -4.189 -4.278  0.096
40 H -2.236 -5.702 -3.151  0.089
41 H -1.069 -4.930 -1.079  0.099
42 H -1.590 -2.727 -0.103  0.107
43 C 3.697 -3.276 5.735  -0.071
44 O 3.382 -3.746 4.403  -0.106
45 C 2.443 -3.060 3.699  -0.283
46 C 1.585 -2.106 4.296  -0.014
47 C 0.945 -1.185 3.483  -0.042
48 C 1.156 -1.188 2.098  -0.216
49 C 0.740 -0.029 1.245  -0.217
50 C 0.920 1.268 1.867  -0.438
51 S 0.194 2.691 1.177  0.674
52 O 0.328 2.680 -0.268  -0.311
53 O -1.097 2.927 1.781  -0.317
54 C 1.387 3.880 1.766  -0.253
55 C 2.438 3.369 2.509  -0.243
56 C 3.481 4.189 2.930  -0.045
57 C 3.461 5.531 2.548  -0.082
58 C 2.406 6.041 1.782  -0.083
59 C 1.361 5.214 1.376  -0.048
60 S 2.299 1.617 2.887  0.677
61 O 1.932 1.511 4.285  -0.333
62 O 3.472 0.937 2.375  -0.318
63 C 1.793 -2.287 1.506  -0.028
64 C 2.431 -3.230 2.294  -0.010
65 H 4.482 -3.950 6.074  0.082
66 H 4.067 -2.240 5.717  0.102
67 H 2.825 -3.352 6.400  0.081
68 H 1.506 -2.030 5.381  0.103
69 H 0.285 -0.446 3.931  0.120
70 H 1.361 -0.053 0.342  0.108
71 H 4.275 3.765 3.537  0.119
72 H 4.276 6.182 2.855  0.098
73 H 2.385 7.089 1.492  0.099
74 H 0.530 5.570 0.772  0.121
75 H 1.808 -2.352 0.415  0.113
76 H 2.995 -4.053 1.857  0.109

Summary:
F_max   6.98 eV/Å
HOMO   -2.6 eV
Lowest unoccupied orbital energy   1.488 eV
Charge   -1

# 2
ORCA calculation (wB97M-V/def2-TZVPD) on a 6-piece molecular cluster, C34H32O12P overall at a distorted geometry.

Each line ends with the Löwdin charge.
Geometry (Å):
1 O -3.902 -1.239 -2.147  0.094
2 C -3.638 -1.748 -3.174  -0.578
3 O -3.328 -0.955 -4.202  0.108
4 C -3.675 -3.252 -3.308  -0.117
5 C -2.819 -3.830 -4.457  -0.289
6 C -1.361 -4.029 -4.005  -0.423
7 P -0.075 -3.608 -5.379  0.177
8 H -3.387 -1.431 -5.044  0.102
9 H -3.284 -3.647 -2.376  0.115
10 H -4.710 -3.597 -3.396  0.115
11 H -2.871 -3.249 -5.387  0.065
12 H -3.206 -4.825 -4.688  0.093
13 H -1.205 -5.075 -3.712  0.054
14 H -1.175 -3.432 -3.095  0.026
15 H 0.437 -5.005 -5.332  -0.093
16 H -1.028 -3.941 -6.453  -0.078
17 H -0.512 -2.193 -5.383  -0.069
18 H 0.911 -3.277 -4.330  -0.097
19 H 0.949 -3.286 -6.383  -0.117
20 C -0.497 0.054 -1.457  0.055
21 C -0.050 1.071 -0.721  0.007
22 C 1.321 1.068 -0.155  -0.383
23 O 1.725 1.999 0.522  0.057
24 C 2.180 -0.106 -0.437  0.024
25 C 1.731 -1.121 -1.170  0.041
26 C 0.366 -1.122 -1.734  -0.348
27 O -0.012 -2.060 -2.398  0.082
28 H -1.496 0.034 -1.879  0.116
29 H -0.660 1.939 -0.503  0.106
30 H 3.178 -0.088 -0.019  0.106
31 H 2.334 -1.990 -1.397  0.099
32 C -3.887 1.490 2.941  0.022
33 C -3.880 0.793 4.075  -0.004
34 C -2.618 0.254 4.636  -0.395
35 O -2.611 -0.382 5.672  0.092
36 C -1.365 0.519 3.889  0.022
37 C -1.372 1.215 2.755  0.034
38 C -2.635 1.757 2.193  -0.371
39 O -2.642 2.395 1.162  0.109
40 H -4.797 1.892 2.516  0.124
41 H -4.782 0.591 4.634  0.112
42 H -0.455 0.117 4.316  0.121
43 H -0.467 1.419 2.195  0.107
44 C -6.169 4.962 6.077  0.023
45 C -5.714 5.973 6.811  0.019
46 C -4.341 5.960 7.374  -0.387
47 O -3.928 6.882 8.044  0.105
48 C -3.495 4.777 7.085  0.025
49 C -3.949 3.764 6.351  0.033
50 C -5.322 3.778 5.789  -0.367
51 O -5.736 2.856 5.118  0.100
52 H -7.167 4.952 5.658  0.122
53 H -6.316 6.846 7.031  0.121
54 H -2.496 4.786 7.504  0.123
55 H -3.347 2.892 6.132  0.116
56 C 4.266 4.000 1.035  0.029
57 C 4.711 5.017 1.771  0.017
58 C 6.080 5.017 2.337  -0.394
59 O 6.486 5.943 3.010  0.091
60 C 6.940 3.843 2.050  0.013
61 C 6.498 2.826 1.315  0.022
62 C 5.126 2.825 0.747  -0.371
63 O 4.726 1.901 0.075  0.113
64 H 3.269 3.980 0.615  0.110
65 H 4.099 5.882 1.991  0.119
66 H 7.937 3.863 2.472  0.118
67 H 7.110 1.960 1.095  0.121
68 C 3.404 -5.809 -3.446  0.022
69 C 3.587 -4.928 -2.465  0.016
70 C 4.364 -3.686 -2.681  -0.389
71 O 4.532 -2.879 -1.786  0.070
72 C 4.928 -3.459 -4.033  0.018
73 C 4.747 -4.339 -5.014  0.024
74 C 3.970 -5.584 -4.798  -0.384
75 O 3.809 -6.387 -5.691  0.101
76 H 2.840 -6.721 -3.307  0.121
77 H 3.179 -5.074 -1.473  0.119
78 H 5.489 -2.544 -4.172  0.118
79 H 5.151 -4.191 -6.006  0.119

Summary:
F_max   3.16 eV/Å
HOMO   -3.3 eV
Lowest unoccupied orbital energy   -0.589 eV
Charge   -1

# 3
ORCA calculation (wB97M-V/def2-TZVPD) on a single C34H33NO7 molecule at a distorted geometry.

Each line ends with the Löwdin charge.
Geometry (Å):
1 C 4.967 3.524 -0.635  -0.105
2 C 4.474 2.484 -1.636  -0.252
3 C 3.055 2.767 -2.131  -0.186
4 H 2.882 2.215 -3.056  0.106
5 H 2.963 3.831 -2.355  0.115
6 C 1.958 2.378 -1.125  -0.112
7 C 1.836 0.886 -1.001  -0.174
8 C 1.228 0.194 -2.001  0.058
9 C 1.030 -1.217 -1.970  -0.075
10 C 0.393 -1.946 -2.961  -0.049
11 C 0.077 -3.339 -2.757  -0.272
12 O -0.244 -4.140 -3.607  0.125
13 C 0.104 -3.763 -1.250  -0.306
14 C 1.433 -3.317 -0.663  -0.308
15 O 2.293 -4.063 -0.264  0.147
16 C 1.588 -1.853 -0.807  -0.062
17 C 2.237 -1.131 0.136  0.030
18 N 2.364 0.222 0.083  -0.020
19 C 2.780 0.914 1.289  -0.082
20 C 1.584 1.504 2.002  -0.211
21 C 0.430 0.750 2.157  0.002
22 C -0.693 1.279 2.766  0.011
23 C -0.675 2.585 3.243  -0.267
24 C 0.492 3.340 3.108  0.006
25 C 1.602 2.805 2.491  -0.041
26 H 2.496 3.406 2.397  0.113
27 H 0.499 4.348 3.491  0.119
28 O -1.721 3.207 3.846  -0.076
29 C -2.920 2.488 4.014  -0.087
30 H -3.606 3.173 4.509  0.097
31 H -2.767 1.606 4.645  0.094
32 H -3.343 2.181 3.052  0.095
33 H -1.570 0.659 2.856  0.083
34 H 0.395 -0.270 1.804  0.106
35 H 3.272 0.182 1.936  0.139
36 H 3.511 1.689 1.052  0.107
37 H 2.652 -1.633 0.996  0.153
38 C -0.150 -5.249 -1.064  0.027
39 H -1.073 -5.529 -1.565  0.095
40 H 0.677 -5.802 -1.500  0.101
41 H -0.213 -5.481 -0.003  0.097
42 O -0.983 -2.993 -0.690  0.086
43 C -0.915 -2.670 0.597  -0.426
44 O 0.036 -2.915 1.308  0.123
45 C -2.120 -1.952 1.064  -0.126
46 C -2.974 -1.293 0.179  0.011
47 C -4.077 -0.625 0.658  0.017
48 C -4.369 -0.617 2.027  -0.279
49 C -3.516 -1.276 2.911  -0.023
50 C -2.396 -1.926 2.427  -0.014
51 H -1.724 -2.432 3.103  0.127
52 H -3.716 -1.288 3.971  0.109
53 O -5.487 0.059 2.387  -0.080
54 C -5.916 0.007 3.728  -0.078
55 H -6.859 0.552 3.754  0.097
56 H -5.202 0.492 4.400  0.083
57 H -6.084 -1.024 4.053  0.100
58 H -4.747 -0.104 -0.007  0.122
59 H -2.758 -1.309 -0.878  0.126
60 C 0.070 -1.376 -4.260  -0.230
61 C 0.767 -0.517 -5.076  -0.032
62 C -0.013 -0.358 -6.243  -0.066
63 C -1.122 -1.125 -6.056  -0.121
64 O -1.080 -1.739 -4.866  0.063
65 H -1.978 -1.310 -6.674  0.117
66 H 0.223 0.239 -7.100  0.096
67 H 1.730 -0.090 -4.883  0.107
68 H 0.822 0.745 -2.834  0.120
69 H 2.139 2.856 -0.167  0.091
70 H 1.006 2.760 -1.500  0.130
71 H 5.149 2.487 -2.493  0.108
72 H 4.516 1.485 -1.197  0.101
73 H 4.296 3.614 0.217  0.050
74 H 5.954 3.258 -0.265  0.074
75 H 5.033 4.501 -1.110  0.076

Summary:
F_max   1.06 eV/Å
HOMO   -6.9 eV
Lowest unoccupied orbital energy   0.103 eV
Relative energy (zero: lowest compared OMol25 entry of this formula, charge and spin)   0.1013 eV
SMILES string   CCCCC1=CC2=C(c3ccco3)C(=O)[C@](C)(OC(=O)c3ccc(OC)cc3)C(=O)C2=CN1Cc1ccc(OC)cc1